Molecular formula: C19H43O2P3RuS
Method: DFT, ωB97M-V/def2-TZVPD

```
69
Properties=species:S:1:pos:R:3:mulliken_spin:R:1
Ru 0.312 0.113 0.740 2.521
P 0.397 -0.094 2.964 0.031
P 1.242 -1.955 0.534 0.000
P -1.484 1.587 0.812 0.014
H -2.837 -3.309 -5.911 0.023
C -2.905 -2.246 -6.143 0.342
C -1.860 -1.460 -6.435 0.312
H -0.837 -1.777 -6.607 0.012
C -1.055 -0.954 3.664 0.042
C 1.755 -0.984 3.838 0.019
C 0.479 1.453 3.965 0.022
C 1.451 -2.610 -1.175 0.022
C 3.002 -2.107 1.108 0.044
C 0.340 -3.306 1.405 0.009
C -1.981 2.261 -0.805 0.023
C -1.090 3.167 1.758 0.045
C -3.031 1.049 1.638 0.001
H -3.916 -1.821 -6.185 0.021
H -2.087 -0.411 -6.638 0.028
H -0.962 -1.042 4.752 0.002
H -1.149 -1.956 3.242 -0.008
H -1.974 -0.415 3.435 -0.008
H 1.557 -1.020 4.919 0.002
H 2.700 -0.452 3.683 -0.002
H 1.887 -2.012 3.492 0.002
H -0.510 1.726 4.348 0.000
H 0.879 2.274 3.362 -0.006
H 1.161 1.319 4.815 0.007
H 2.103 -3.499 -1.159 0.001
H 1.905 -1.813 -1.787 -0.003
H 0.473 -2.872 -1.601 0.006
H 3.076 -2.947 1.821 0.004
H 3.331 -1.163 1.571 -0.006
H 3.619 -2.316 0.219 0.005
H 0.756 -4.276 1.087 0.000
H -0.724 -3.253 1.125 -0.003
H 0.433 -3.206 2.495 0.001
H -2.517 3.210 -0.660 0.001
H -2.626 1.522 -1.295 -0.002
H -1.079 2.425 -1.416 -0.006
H -1.732 3.985 1.374 0.006
H -0.029 3.448 1.607 -0.017
H -1.280 3.031 2.840 0.002
H -3.882 1.616 1.232 -0.001
H -2.985 1.202 2.725 0.002
H -3.174 -0.015 1.417 -0.005
C -0.505 -0.400 -2.319 0.143
C -1.450 -1.397 -1.916 0.201
C -2.743 -1.369 -2.457 -0.018
C -3.037 -0.470 -3.498 0.283
C -1.959 0.195 -4.127 0.044
C -0.668 0.109 -3.649 0.299
O 0.384 0.151 -1.555 0.347
H -1.144 -0.429 0.273 0.149
H -1.207 -2.014 -1.041 -0.009
H -3.483 -2.066 -2.058 -0.004
H -4.065 -0.308 -3.918 -0.033
H -2.109 0.703 -5.092 0.008
H 0.194 0.615 -4.087 0.001
C 3.593 3.547 1.597 0.003
S 2.640 2.553 0.405 0.017
C 4.006 2.077 -0.691 -0.001
O 2.330 1.229 1.181 0.061
H 4.042 4.424 1.112 0.001
H 4.367 2.906 2.031 0.000
H 2.896 3.897 2.368 0.000
H 4.699 1.446 -0.126 0.001
H 3.562 1.526 -1.529 0.000
H 4.507 2.973 -1.074 0.001
```

Values from the calculation:
Electronic energy: -2416.1824 Eh
Spin multiplicity: 6
LUMO level (alpha / beta): -8.65 / -13.38 eV
Charge: +3
Expectation value of S²: 8.81
Orbital gap (alpha / beta): 5.53 / 3.98 eV
Highest occupied orbital energy (alpha / beta): -14.2 / -17.4 eV


Molecular formula: C19H43P3SSeY
Method: DFT, ωB97M-V/def2-TZVPD

```
68
Properties=species:S:1:pos:R:3:nbo_charge:R:1
Y 1.313 0.552 0.357 1.355
P 1.937 -0.977 2.512 0.662
P -0.863 2.265 1.671 1.237
P 1.923 -1.462 -1.593 0.749
H -0.632 3.830 -3.071 0.200
C -0.580 2.892 -3.639 -0.377
C -1.530 1.947 -3.526 -0.422
H -2.401 2.072 -2.869 0.194
C 3.614 -0.677 3.196 -0.898
C 0.941 -0.919 4.048 -0.913
C 2.030 -2.794 2.260 -0.903
C -1.657 3.488 0.618 -0.957
C -1.914 1.852 3.079 -0.957
C 0.661 3.067 2.269 -0.961
C 1.200 -1.005 -3.222 -0.925
C 1.325 -3.199 -1.445 -0.921
C 3.659 -1.812 -2.068 -0.910
H 0.268 2.772 -4.325 0.225
H -1.506 1.036 -4.139 0.216
H 3.753 -1.289 4.100 0.268
H 3.722 0.384 3.452 0.260
H 4.377 -0.927 2.448 0.274
H 1.473 -1.460 4.846 0.286
H -0.040 -1.384 3.879 0.246
H 0.789 0.123 4.358 0.231
H 2.389 -3.267 3.187 0.279
H 2.723 -3.025 1.441 0.258
H 1.039 -3.191 2.005 0.248
H -1.371 4.502 0.928 0.306
H -2.746 3.374 0.645 0.306
H -1.325 3.327 -0.414 0.284
H -2.051 2.732 3.733 0.318
H -1.477 1.038 3.678 0.285
H -2.907 1.521 2.730 0.300
H 0.398 4.120 2.465 0.333
H 1.499 3.061 1.542 0.283
H 1.022 2.640 3.215 0.302
H 1.928 -1.248 -4.008 0.278
H 0.986 0.072 -3.260 0.242
H 0.265 -1.548 -3.403 0.249
H 1.928 -3.841 -2.101 0.274
H 0.269 -3.292 -1.723 0.240
H 1.434 -3.553 -0.413 0.242
H 3.685 -2.200 -3.096 0.264
H 4.082 -2.555 -1.379 0.257
H 4.249 -0.888 -1.984 0.268
C 4.288 2.668 -1.102 -0.216
C 3.256 3.257 -1.868 -0.257
C 3.504 4.401 -2.637 -0.188
C 4.780 4.995 -2.665 -0.178
C 5.816 4.404 -1.914 -0.188
C 5.580 3.258 -1.142 -0.157
Se 3.975 1.111 -0.048 -0.218
H -0.775 1.004 0.857 -0.041
H 2.261 2.792 -1.857 0.167
H 2.695 4.839 -3.227 0.228
H 4.959 5.898 -3.261 0.251
H 6.813 4.848 -1.936 0.250
H 6.393 2.813 -0.561 0.231
C -2.220 -1.525 1.236 -0.725
S -0.864 -1.445 0.033 0.201
C -1.797 -1.095 -1.480 -0.729
H -2.021 -0.827 2.054 0.204
H -2.258 -2.553 1.619 0.274
H -3.167 -1.277 0.746 0.258
H -1.591 -1.879 -2.219 0.260
H -2.865 -1.095 -1.243 0.262
H -1.521 -0.118 -1.893 0.238
```

Values from the calculation:
Electronic energy: -4610.7537 Eh
Spin multiplicity: 1
LUMO level: -10.41 eV
Relative energy (zero: lowest compared OMol25 entry of this formula, charge and spin): 3.36 kcal per mole
Charge: +3
Orbital gap: 5.00 eV
Highest occupied orbital energy: -15.4 eV


Molecular formula: C19H44BCl22FN2O3P
Method: DFT, ωB97M-V/def2-TZVPD

```
93
Properties=species:S:1:pos:R:3:mulliken_charge:R:1
C 5.331 -0.676 0.626 -1.485
C 3.835 -0.902 0.720 0.307
O 3.429 -1.829 -0.280 -0.374
B 2.142 -1.600 -0.785 0.598
O 1.982 -0.394 -1.429 -0.714
P 0.593 -2.831 -0.627 0.409
N -0.858 -3.944 -0.562 -0.839
C 1.731 -4.362 -0.405 -1.120
C 2.334 -4.645 0.966 0.298
C 3.429 -5.727 0.951 0.106
N 4.168 -6.047 -0.234 -0.607
O 3.650 -6.311 1.938 -0.497
C 0.423 -2.423 1.276 -0.086
F -0.297 -3.347 2.051 -0.506
C -0.362 -1.101 1.418 0.057
C -1.874 -1.235 1.364 -1.271
H 5.575 0.206 0.049 0.353
H 5.798 -0.615 1.601 0.380
H 5.776 -1.516 0.104 0.312
H 3.643 -1.377 1.681 0.175
H 3.286 0.033 0.658 0.097
H 1.146 -0.420 -1.921 0.371
H -0.303 -1.700 -0.923 0.092
H 0.710 -3.025 -2.108 -0.158
H -0.875 -4.496 -1.416 -0.003
H -1.721 -3.406 -0.571 0.283
H 2.544 -4.248 -1.122 0.478
H 1.191 -5.239 -0.733 0.405
H 1.591 -5.055 1.627 0.199
H 2.818 -3.780 1.407 -0.121
H 4.693 -5.220 -0.509 0.363
H 3.550 -6.281 -1.007 0.158
H 1.368 -2.184 1.756 0.302
H 0.021 -0.346 0.746 -0.227
H -0.119 -0.756 2.422 0.629
H -2.270 -1.907 2.096 0.278
H -2.299 -0.257 1.623 0.154
H -2.256 -1.454 0.378 0.330
C -0.717 2.641 1.522 0.782
Cl 0.507 2.045 0.406 -0.303
Cl -1.982 3.563 0.683 -0.165
H -1.180 1.789 2.012 0.150
H -0.241 3.288 2.249 -0.557
C 1.766 -9.073 -1.021 -0.306
Cl 0.240 -9.059 -0.130 -0.153
Cl 1.913 -7.668 -2.080 -0.139
H 2.586 -9.057 -0.311 0.264
H 1.808 -9.971 -1.626 0.337
C -4.818 1.702 1.587 0.232
Cl -5.655 0.238 1.056 -0.187
Cl -4.723 1.796 3.350 -0.165
H -3.814 1.694 1.185 -0.178
H -5.360 2.566 1.219 0.283
C -0.736 -2.881 5.443 -0.119
Cl -1.513 -1.524 4.631 -0.078
Cl -0.025 -2.405 6.998 -0.199
H -1.479 -3.649 5.623 0.314
H 0.049 -3.261 4.799 0.077
C 0.186 5.559 3.998 0.446
Cl 0.608 3.895 4.422 -0.194
Cl 0.600 6.714 5.264 -0.178
H 0.729 5.826 3.097 -0.375
H -0.882 5.612 3.818 0.277
C 1.746 5.469 -0.384 0.375
Cl 0.903 6.708 -1.318 -0.127
Cl 2.265 6.077 1.200 -0.188
H 1.073 4.635 -0.228 -0.415
H 2.621 5.147 -0.937 0.368
C -2.061 -5.946 -4.492 -0.354
Cl -1.739 -6.956 -3.080 -0.112
Cl -0.791 -4.745 -4.740 -0.134
H -2.117 -6.581 -5.369 0.310
H -3.002 -5.430 -4.341 0.261
C -2.300 5.399 -3.884 -0.435
Cl -1.973 4.287 -2.549 -0.060
Cl -1.005 6.589 -4.048 -0.069
H -2.377 4.823 -4.799 0.280
H -3.227 5.925 -3.692 0.283
C -0.514 8.778 1.672 -0.320
Cl -1.398 7.280 1.352 -0.065
Cl -0.486 9.184 3.396 -0.144
H 0.507 8.657 1.328 0.183
H -0.998 9.584 1.133 0.361
C -7.938 0.734 -1.800 -0.125
Cl -7.166 2.322 -1.765 -0.141
Cl -9.625 0.835 -2.325 -0.177
H -7.396 0.100 -2.492 0.298
H -7.907 0.314 -0.802 0.142
C 2.829 7.426 -5.665 -0.247
Cl 1.565 8.379 -4.880 -0.139
Cl 2.412 5.711 -5.737 -0.134
H 2.964 7.794 -6.675 0.281
H 3.747 7.536 -5.099 0.247
```

Values from the calculation:
Electronic energy: -11675.8565 Eh
Spin multiplicity: 1
LUMO level: 1.65 eV
Charge: -1
Orbital gap: 5.47 eV
Highest occupied orbital energy: -3.8 eV